1.
97
Properties=species:S:1:pos:R:3:forces:R:3 method="wB97M-V/def2-TZVPD" homo_ev=-7.7 total_energy_ev=-74832.54888 de_lowest_kj_mol=0.0 smiles="CCCCN[C@@H](OC(=O)S)P(C)C.c1ccncc1.c1ccncc1.c1ccncc1.c1ccncc1.c1ccncc1.c1ccncc1" spin_multiplicity=1
C 2.5106 3.2488 -1.3770 0.10 0.07 -0.04
C 2.3114 4.4511 -2.3192 -0.08 0.16 0.30
C 0.9156 5.0873 -2.2700 -0.24 -0.27 -0.05
C -0.2081 4.0418 -2.3695 0.62 0.40 0.11
N -1.4225 4.6202 -2.9416 -0.26 -0.55 -0.32
C -2.6126 3.8207 -2.7971 -0.07 0.24 -0.32
O -2.2355 2.4032 -2.7892 -0.17 -0.15 0.30
C -3.2456 1.5392 -2.8548 0.11 -0.25 -0.25
O -4.2843 1.7350 -3.4124 -0.23 0.22 0.21
S -2.9229 0.0102 -1.9293 0.02 -0.21 -0.10
P -3.5717 4.3514 -1.2764 0.73 1.27 0.74
C -3.4986 2.9915 -0.0372 -0.73 -0.16 -0.27
C -5.3338 4.5243 -1.7819 -0.08 -0.44 -0.09
H 1.5763 2.7556 -1.1023 0.01 0.03 -0.09
H 2.9829 3.5705 -0.4450 -0.03 -0.09 -0.04
H 3.1248 2.4769 -1.8468 -0.04 0.16 0.21
H 2.5405 4.1733 -3.3527 -0.05 -0.06 0.08
H 3.0302 5.2221 -2.0229 0.05 -0.05 -0.29
H 0.7938 5.6664 -1.3492 -0.05 0.04 -0.13
H 0.7923 5.7717 -3.1159 0.13 0.11 0.13
H -0.4176 3.6549 -1.3693 -0.18 -0.07 -0.15
H 0.1741 3.2154 -2.9840 -0.20 -0.11 0.16
H -1.2789 4.7746 -3.9336 0.16 0.07 0.09
H -3.2448 4.0221 -3.6676 -0.06 -0.10 0.12
H -2.0012 -0.4905 -2.7669 0.10 0.08 0.04
H -2.5834 2.4079 -0.1352 -0.03 0.04 0.06
H -4.3815 2.3437 -0.1029 0.25 -0.19 -0.07
H -3.5402 3.4622 0.9464 0.20 -0.05 -0.05
H -5.6325 5.5661 -1.6685 0.09 -0.04 -0.07
H -5.4926 4.2098 -2.8157 -0.08 -0.04 0.09
H -5.9738 3.9285 -1.1241 0.04 -0.05 -0.15
N -0.6447 -2.7189 -2.1682 -0.01 0.01 -0.03
C -1.0361 -3.9761 -2.3781 -0.03 0.06 -0.02
C -0.6713 -5.0374 -1.5640 0.02 0.08 0.01
C 0.1485 -4.7850 -0.4742 0.05 -0.08 -0.13
C 0.5674 -3.4840 -0.2487 -0.01 0.00 0.02
C 0.1429 -2.4925 -1.1180 -0.07 0.05 -0.01
H -1.6768 -4.1324 -3.2396 0.00 -0.03 0.01
H -1.0259 -6.0366 -1.7777 0.00 0.00 -0.02
H 0.4523 -5.5791 0.1917 -0.03 0.01 0.05
H 1.2083 -3.2399 0.5882 0.02 0.01 -0.01
H 0.4429 -1.4618 -0.9695 0.03 0.03 0.08
N -0.0121 -5.8478 2.5699 -0.01 -0.04 0.16
C -0.4524 -4.7282 3.1419 0.02 0.00 -0.10
C -0.9079 -4.6618 4.4497 0.00 -0.02 0.02
C -0.9097 -5.8226 5.2056 -0.01 0.00 0.02
C -0.4572 -6.9967 4.6249 -0.01 0.03 0.01
C -0.0201 -6.9555 3.3101 0.03 0.01 -0.05
H -0.4407 -3.8416 2.5164 -0.02 0.02 0.03
H -1.2519 -3.7227 4.8608 0.00 0.01 -0.02
H -1.2583 -5.8129 6.2302 0.00 0.00 0.00
H -0.4421 -7.9261 5.1774 0.01 -0.01 -0.01
H 0.3438 -7.8528 2.8212 -0.01 -0.02 0.03
N 0.3920 1.5510 3.2045 -0.04 -0.02 0.00
C -0.2745 1.7063 4.3467 0.05 0.02 -0.01
C -1.5848 1.2925 4.5343 0.02 -0.01 -0.03
C -2.2444 0.6833 3.4784 -0.08 -0.07 -0.05
C -1.5632 0.5129 2.2827 0.03 0.03 0.03
C -0.2533 0.9635 2.1983 0.03 0.02 0.01
H 0.2732 2.1896 5.1490 -0.03 -0.01 0.02
H -2.0765 1.4459 5.4857 0.00 0.01 0.00
H -3.2700 0.3506 3.5886 0.01 0.03 0.05
H -2.0402 0.0446 1.4308 0.04 0.02 -0.04
H 0.3126 0.8534 1.2804 -0.01 -0.02 -0.07
N 3.2713 0.2401 -2.7137 0.06 -0.23 -0.16
C 4.5349 0.2769 -3.1363 -0.06 0.08 0.07
C 5.0887 -0.6567 -3.9990 -0.09 -0.07 -0.12
C 4.2818 -1.6887 -4.4503 -0.01 -0.03 0.00
C 2.9646 -1.7463 -4.0225 0.01 0.00 0.00
C 2.5105 -0.7605 -3.1606 0.00 0.15 0.10
H 5.1361 1.0991 -2.7617 0.04 -0.01 -0.04
H 6.1213 -0.5699 -4.3014 0.03 0.03 0.07
H 4.6746 -2.4385 -5.1257 0.00 0.00 0.00
H 2.2995 -2.5353 -4.3471 -0.02 0.01 0.02
H 1.4872 -0.7641 -2.8048 -0.03 -0.05 -0.09
N 7.8874 0.1875 -2.5739 0.12 0.03 0.12
C 9.1612 0.5400 -2.7411 -0.05 0.01 -0.07
C 10.0792 0.6229 -1.7056 -0.01 -0.01 0.02
C 9.6518 0.3253 -0.4218 0.01 0.00 0.02
C 8.3306 -0.0435 -0.2297 0.03 0.00 -0.01
C 7.4933 -0.0986 -1.3337 -0.03 -0.02 -0.06
H 9.4572 0.7682 -3.7594 0.03 0.01 0.01
H 11.1016 0.9141 -1.9033 0.00 0.00 -0.02
H 10.3370 0.3795 0.4144 0.00 0.00 0.00
H 7.9528 -0.2845 0.7543 -0.02 0.00 -0.01
H 6.4537 -0.3876 -1.2230 0.00 0.00 0.03
N -5.5159 -0.1090 4.2499 -0.10 -0.05 0.01
C -6.1899 0.0455 5.3881 0.07 0.02 -0.01
C -7.5003 -0.3701 5.5662 -0.01 -0.01 -0.02
C -8.1491 -0.9772 4.5031 -0.02 -0.01 0.00
C -7.4627 -1.1440 3.3115 -0.01 0.00 0.02
C -6.1530 -0.6953 3.2379 0.08 0.03 -0.02
H -5.6491 0.5276 6.1952 -0.03 -0.01 0.02
H -7.9973 -0.2198 6.5147 0.01 0.01 0.01
H -9.1728 -1.3146 4.6017 0.00 0.00 0.00
H -7.9293 -1.6114 2.4555 0.01 0.00 -0.01
H -5.5812 -0.8098 2.3227 -0.03 -0.01 -0.02

---

2.
101
Properties=species:S:1:pos:R:3:forces:R:3 method="wB97M-V/def2-TZVPD" s_squared=0.7568 homo_ev="-12.7 / -12.6" total_energy_ev=-283151.97507 de_lowest_kj_mol=89.2 total_charge=+2 spin_multiplicity=2
Ti 0.4964 0.4142 -0.6263 -0.20 1.28 -0.99
C -3.1147 -1.4876 -2.0783 -0.01 -0.03 -0.02
As -2.2920 -0.0244 -1.1010 -0.04 -0.07 0.03
C -3.4339 0.0527 0.4702 0.02 0.04 0.01
C -3.0026 1.4034 -2.2387 0.08 0.01 0.05
C -4.3749 1.6110 -2.3115 -0.02 0.02 0.00
C -4.8915 2.6053 -3.1303 -0.01 -0.01 0.01
C -4.0399 3.3876 -3.8962 0.02 0.00 -0.01
C -2.6707 3.1687 -3.8478 0.00 0.01 -0.01
C -2.1503 2.1801 -3.0215 -0.01 -0.04 0.10
As -0.2579 1.8255 -2.8961 0.01 0.02 0.04
C 0.5767 3.4994 -3.3986 -0.03 0.03 0.00
C -0.0395 0.7258 -4.4853 0.03 -0.02 0.00
H -4.1207 -1.1766 -2.3546 0.00 0.00 0.00
H -3.1641 -2.3820 -1.4664 0.01 0.00 0.01
H -2.5443 -1.6916 -2.9822 -0.01 0.00 0.00
H -4.4401 0.3664 0.2037 -0.01 -0.01 0.01
H -3.0128 0.7492 1.1935 -0.02 0.00 0.00
H -3.4812 -0.9439 0.9090 0.01 -0.01 -0.01
H -5.0613 1.0047 -1.7330 0.00 0.00 0.00
H -5.9607 2.7646 -3.1735 0.00 0.00 0.00
H -4.4420 4.1614 -4.5364 0.00 0.00 0.00
H -2.0136 3.7781 -4.4558 -0.01 0.00 -0.01
H 0.2776 3.8064 -4.3988 -0.01 -0.01 0.00
H 1.6585 3.3811 -3.3741 0.00 0.00 0.00
H 0.2912 4.2611 -2.6745 0.01 0.01 -0.01
H -0.4283 1.2545 -5.3539 -0.01 0.01 0.00
H -0.6019 -0.1967 -4.3446 0.00 0.00 0.00
H 1.0069 0.4764 -4.6417 -0.05 0.01 -0.01
O 0.5822 1.0986 4.9928 0.05 -0.03 -0.02
C 1.5791 0.2508 4.6913 0.00 0.07 0.02
C 2.3165 -0.2710 5.7556 0.02 0.00 0.02
C 3.3687 -1.1292 5.5230 0.01 0.02 -0.01
C 3.7158 -1.4995 4.2214 0.01 0.03 -0.02
C 2.9815 -1.0053 3.1686 0.03 0.03 0.04
C 1.9018 -0.1351 3.3792 0.11 0.05 -0.11
C 1.1416 0.3311 2.2219 -0.19 0.08 0.26
O 1.3353 -0.2568 1.0600 -0.30 -0.93 0.13
N 0.2872 1.3006 2.3466 0.12 -0.11 -0.10
N -0.3000 1.6744 1.1304 0.00 0.05 -0.10
C -0.9255 2.8022 1.2586 -0.01 0.00 0.07
S -1.0704 3.5998 2.7974 -0.02 0.03 -0.01
C -1.8244 5.1113 2.1311 0.00 -0.01 0.01
C -2.6394 4.7428 0.9094 -0.01 -0.02 -0.01
S -1.6243 3.6247 -0.0987 -0.02 -0.02 -0.07
H 0.2073 1.4443 4.1604 -0.03 -0.03 0.01
H 2.0463 0.0324 6.7582 0.00 0.00 0.00
H 3.9371 -1.5103 6.3614 0.00 0.00 0.00
H 4.5540 -2.1590 4.0447 0.01 0.00 0.00
H 3.2301 -1.2809 2.1517 0.02 0.01 -0.01
H -1.0326 5.8178 1.8877 0.00 0.00 -0.01
H -2.4528 5.5356 2.9128 0.00 0.00 0.00
H -2.8735 5.6118 0.2968 0.00 0.00 0.00
H -3.5624 4.2301 1.1758 0.00 0.01 0.01
Ge 0.3095 -2.4853 0.8555 0.39 0.08 0.54
C -0.1029 -2.3877 2.7073 0.08 -0.22 0.05
C -1.2010 -1.6946 3.2160 0.01 0.00 0.00
C -1.4431 -1.6965 4.5802 -0.01 0.03 -0.01
C -0.6055 -2.4040 5.4325 0.00 -0.01 0.01
C 0.4820 -3.1047 4.9303 -0.01 -0.03 -0.04
C 0.7439 -3.0891 3.5690 -0.10 -0.01 0.08
C -1.0393 -3.3365 -0.1865 -0.09 0.18 -0.12
C -2.1580 -3.8198 0.5046 0.03 -0.01 -0.02
C -3.0284 -4.6979 -0.1241 0.01 -0.01 0.00
C -2.7848 -5.0986 -1.4319 -0.01 -0.01 0.00
C -1.6814 -4.6143 -2.1250 0.00 0.00 -0.01
C -0.8154 -3.7270 -1.5096 0.02 0.00 0.02
H 1.7347 -2.7307 0.4017 0.01 -0.16 0.00
H -1.8550 -1.1333 2.5588 -0.01 0.00 -0.01
H -2.2807 -1.1420 4.9817 0.00 -0.01 0.00
H -0.7990 -2.4024 6.4969 0.00 0.00 0.00
H 1.1366 -3.6489 5.5976 -0.01 0.00 0.01
H 1.6177 -3.6081 3.1917 -0.04 -0.01 0.00
H -2.3259 -3.5452 1.5388 -0.01 0.00 0.00
H -3.8844 -5.0855 0.4117 0.00 0.00 0.00
H -3.4577 -5.7959 -1.9135 0.00 0.00 0.00
H -1.4981 -4.9330 -3.1427 0.00 0.00 0.00
H 0.0371 -3.3433 -2.0522 0.01 0.00 0.00
N 3.1078 1.9908 -1.4167 -0.04 0.01 -0.04
C 4.0323 2.9082 -1.0907 0.02 0.01 0.00
C 3.6146 3.5049 0.0759 -0.01 0.01 -0.01
C 2.4086 2.8724 0.3893 0.05 0.01 -0.01
N 2.1023 1.9493 -0.5228 0.04 0.01 0.19
H 3.1114 1.3635 -2.2053 0.01 -0.02 0.00
H 4.9061 3.0648 -1.7008 0.00 0.00 -0.01
H 4.1114 4.2828 0.6272 0.00 0.00 0.00
H 1.7692 3.0402 1.2395 0.01 -0.01 -0.01
C 2.4999 -3.1334 -2.8092 0.01 -0.02 0.03
Si 2.8727 -1.4119 -2.2262 0.11 0.04 -0.02
C 3.5956 -0.4120 -3.6483 -0.04 0.05 0.03
C 4.0645 -1.4088 -0.7913 -0.05 0.00 0.01
O 1.4585 -0.6408 -1.7164 -0.04 -0.37 0.04
H 3.4131 -3.5652 -3.2273 0.01 0.02 -0.01
H 1.7422 -3.1596 -3.5951 0.00 0.00 0.00
H 2.1916 -3.7874 -1.9919 -0.02 -0.03 -0.02
H 3.8651 -1.0847 -4.4647 0.02 0.00 0.00
H 4.5154 0.1031 -3.3592 0.01 0.00 -0.01
H 2.9099 0.3227 -4.0791 0.05 -0.02 0.03
H 5.0987 -1.4093 -1.1414 0.00 -0.01 -0.02
H 3.9436 -2.2843 -0.1505 -0.01 0.01 0.02
H 3.9167 -0.5171 -0.1767 0.04 -0.01 0.02